Below is a 12-piece molecular cluster, C44H66Br6O4 overall, with properties calculated with wB97M-V/def2-TZVPD.

net charge: 0
Kohn-Sham gap: 9.30 eV
highest occupied orbital energy: -9.180 eV
strongest force on any atom: 0.067 Eh/bohr
electronic energy: -475138.16933 eV
LUMO level: 0.12 eV

Each line ends with the Mulliken charge.
Cartesian coordinates (Å):
C (1.22354, -4.14404, -4.13879)  -0.52
C (1.41822, -4.81196, -2.97590)  -0.16
C (0.85940, -6.07772, -2.78000)  -0.42
C (0.01457, -6.61657, -3.76128)  -0.37
C (-0.24902, -5.89715, -4.91024)  -0.47
C (0.41166, -4.66965, -5.09639)  -0.19
H (1.57836, -3.12535, -4.19148)  0.34
H (2.04937, -4.41027, -2.19698)  0.36
H (1.26092, -6.54077, -1.89074)  0.36
H (-0.33572, -7.63354, -3.66412)  0.36
H (-0.83531, -6.30856, -5.71858)  0.38
H (0.21644, -4.23064, -6.06364)  0.33
C (-5.65431, 4.16777, -7.09880)  -0.51
C (-5.15126, 5.46740, -6.95917)  -0.21
C (-3.79244, 5.71409, -6.54457)  -0.43
C (-2.99685, 4.65092, -6.20617)  -0.26
C (-3.56078, 3.36567, -6.25443)  -0.48
C (-4.77612, 3.15616, -6.77445)  -0.22
H (-6.67865, 3.91600, -7.33061)  0.36
H (-5.80109, 6.31087, -7.13991)  0.34
H (-3.46474, 6.73251, -6.39683)  0.35
H (-2.01981, 4.96543, -5.87018)  0.37
H (-2.99815, 2.50087, -5.93512)  0.35
H (-5.15620, 2.14789, -6.84749)  0.32
C (10.44320, -1.49779, 6.18525)  -0.28
C (10.63178, -1.89235, 4.81281)  -0.55
C (9.53057, -2.00814, 3.94831)  -0.16
C (8.34251, -1.47083, 4.29675)  -0.48
C (8.21261, -0.97040, 5.62265)  -0.22
C (9.19585, -1.02364, 6.56258)  -0.37
H (11.26907, -1.48789, 6.88112)  0.36
H (11.53468, -2.34003, 4.42453)  0.32
H (9.51943, -2.48707, 2.98037)  0.34
H (7.50720, -1.58897, 3.62244)  0.35
H (7.31889, -0.45179, 5.93683)  0.32
H (9.00315, -0.66178, 7.56175)  0.36
C (-0.59417, -0.52190, 1.72571)  -0.48
C (0.76489, -0.38710, 1.77976)  -0.20
C (1.54588, 0.16163, 0.77930)  -0.52
C (0.92562, 0.61171, -0.39444)  -0.37
C (-0.42942, 0.39494, -0.50785)  -0.35
C (-1.19442, -0.16686, 0.51202)  -0.34
H (-1.14107, -0.82427, 2.60655)  0.42
H (1.21018, -0.69171, 2.71535)  0.34
H (2.61925, 0.10537, 0.88458)  0.37
H (1.43192, 1.07350, -1.22920)  0.40
H (-0.87124, 0.82748, -1.39335)  0.36
H (-2.26257, -0.16640, 0.35243)  0.37
C (0.34492, -7.12972, 6.11380)  -0.32
C (1.69285, -7.37484, 6.05652)  -0.28
C (2.45325, -6.95496, 4.98555)  -0.31
C (1.91036, -6.31609, 3.86757)  -0.43
C (0.59612, -5.90420, 4.01082)  -0.40
C (-0.22902, -6.39454, 5.00519)  -0.33
H (-0.13874, -7.32335, 7.05984)  0.34
H (2.20110, -7.80533, 6.90666)  0.33
H (3.48209, -7.27151, 4.89792)  0.32
H (2.53673, -5.95404, 3.06571)  0.37
H (0.18364, -5.36571, 3.17041)  0.36
H (-1.29592, -6.23190, 5.04600)  0.35
Br (-4.47579, 6.24927, 4.36267)  -0.18
C (-4.27138, 6.16796, 2.38066)  -0.66
C (-2.85278, 5.46526, 2.08402)  -0.57
Br (-2.55215, 5.82924, 0.20222)  -0.16
H (-4.30716, 7.21494, 2.07959)  0.39
H (-5.07624, 5.70264, 1.81164)  0.41
H (-2.99933, 4.41137, 2.32054)  0.37
H (-2.05401, 5.82160, 2.73447)  0.41
Br (7.58709, -0.33209, -2.47695)  -0.15
C (7.92838, 0.51868, -4.20626)  -0.51
C (7.97629, -0.54319, -5.29196)  -0.63
Br (8.35226, 0.20466, -7.11340)  -0.17
H (8.77227, 1.18932, -4.04448)  0.38
H (7.13854, 1.22209, -4.46981)  0.33
H (7.05020, -1.10514, -5.41312)  0.37
H (8.70632, -1.32278, -5.07421)  0.39
Br (-6.45524, 0.43958, 6.08295)  -0.15
C (-8.07163, 0.57204, 7.31685)  -0.62
C (-8.91664, 1.77984, 7.04099)  -0.58
Br (-10.27428, 1.52197, 5.66255)  -0.12
H (-7.71569, 0.50788, 8.34509)  0.37
H (-8.74757, -0.28139, 7.26340)  0.39
H (-8.29166, 2.65683, 6.87256)  0.38
H (-9.48540, 2.08989, 7.91763)  0.34
C (-8.23287, 1.74961, -0.61276)  -0.89
C (-9.01564, 1.45663, -1.91149)  -0.30
O (-8.89307, 2.70478, -2.59352)  -0.52
H (-8.67293, 2.48094, 0.06518)  0.24
H (-7.19779, 1.85852, -0.93656)  0.36
H (-8.31143, 0.78667, -0.10810)  0.27
H (-10.09246, 1.29286, -1.86982)  0.27
H (-8.76478, 0.62339, -2.56791)  0.24
H (-7.95650, 2.91557, -2.59173)  0.31
C (-5.16727, -5.29206, 0.43253)  -0.91
C (-6.41617, -5.11839, -0.49840)  -0.23
O (-6.19939, -4.49241, -1.69058)  -0.53
H (-5.38456, -5.96428, 1.26260)  0.30
H (-4.87630, -4.31549, 0.81950)  0.24
H (-4.29587, -5.71796, -0.06483)  0.31
H (-7.20077, -4.54603, -0.00352)  0.24
H (-6.85349, -6.07355, -0.78913)  0.28
H (-5.59014, -4.90196, -2.30919)  0.30
C (2.81355, 3.60842, -6.74143)  -1.03
C (2.99977, 4.89218, -7.50728)  -0.12
O (3.98713, 5.64654, -6.78928)  -0.52
H (3.65802, 2.92112, -6.79228)  0.27
H (1.92334, 3.05810, -7.04607)  0.33
H (2.67047, 3.92490, -5.70826)  0.27
H (2.07158, 5.45077, -7.38669)  0.22
H (3.20188, 4.74798, -8.56863)  0.28
H (3.96938, 6.54670, -7.12246)  0.29
C (5.94808, 4.07307, 3.64006)  -1.03
C (5.55640, 4.92810, 4.85923)  -0.18
O (4.74682, 6.01769, 4.45498)  -0.50
H (5.17876, 3.46216, 3.16779)  0.28
H (6.65092, 3.37118, 4.08890)  0.31
H (6.46591, 4.59067, 2.83255)  0.30
H (6.49475, 5.34210, 5.22830)  0.24
H (5.23476, 4.24905, 5.64887)  0.27
H (4.77234, 6.60305, 5.21545)  0.31

Forces on atoms 1 to 2 (eV/Å):
-0.212 1.689 -0.076
0.017 -1.353 1.095